(1)
Formula: C3H5NSe
Source: OMol25
Level of theory: ωB97M-V with the def2-TZVPD basis set

Atoms and positions in Å:
1 Se 0.68 -1.35 0.07
2 N -3.25 -0.36 0.61
3 C -2.31 -0.69 0.04
4 C -1.19 -1.23 -0.83
5 C 0.66 0.31 1.12
6 H -1.20 -0.83 -1.89
7 H 1.10 1.13 0.50
8 H -1.38 -2.32 -0.98
9 H -0.46 0.47 1.41
10 H 1.42 0.34 2.01

## Properties
E in eV: -70026.914
SMILES: C[Se]CC#N
Lowest unoccupied orbital energy in eV: 0.432


(2)
Formula: H28O14
Source: OMol25
Level of theory: ωB97M-V with the def2-TZVPD basis set

Atoms and positions in Å:
1 O -0.55 0.30 0.39
2 O 2.88 1.09 1.55
3 O 3.09 -0.85 1.37
4 O 3.50 1.27 -0.09
5 O 2.80 -3.00 -0.82
6 O -3.77 -1.51 0.28
7 O 1.53 3.91 -0.16
8 O 0.06 -2.72 0.11
9 O -1.61 2.88 -1.24
10 O -3.91 1.52 -1.62
11 O -1.85 1.59 3.07
12 O 2.15 -0.74 -2.90
13 O -1.20 -0.16 -1.94
14 O -2.24 -2.80 1.21
15 H -2.20 2.78 -0.49
16 H 2.51 -3.64 -1.44
17 H 3.99 0.55 0.34
18 H -3.18 -3.04 1.18
19 H 3.01 -1.31 0.51
20 H 2.02 1.11 1.12
21 H 3.04 2.01 1.72
22 H 3.80 1.21 -1.00
23 H 0.71 3.69 0.31
24 H -2.04 1.15 2.21
25 H 2.20 -0.47 1.42
26 H -0.71 -2.52 -0.47
27 H -3.86 -0.66 0.68
28 H -0.12 -0.03 -0.38
29 H -0.99 3.53 -1.14
30 H -1.00 1.27 3.25
31 H 1.95 -1.23 -2.10
32 H -4.60 -2.03 0.17
33 H -4.18 1.36 -0.67
34 H -0.08 -3.64 0.27
35 H -1.90 -3.20 1.91
36 H -2.14 -0.39 -1.77
37 H 2.02 4.30 0.51
38 H -0.02 1.13 0.48
39 H 2.97 -3.64 -0.03
40 H 1.80 0.12 -2.76
41 H -0.88 -0.94 -1.59
42 H -3.01 1.77 -1.44

## Properties
E in eV: -29111.840
Lowest unoccupied orbital energy in eV: -0.237


(3)
Formula: C4H13NO2
Source: OMol25
Level of theory: ωB97M-V with the def2-TZVPD basis set

Atoms and positions in Å:
1 O 0.84 1.09 1.26
2 O -1.08 -0.06 2.13
3 N -0.95 -1.35 -0.37
4 C -1.06 0.09 -0.74
5 C 0.72 1.75 0.14
6 C 0.17 0.92 -1.05
7 C 0.38 -1.90 -0.13
8 H 1.72 2.04 -0.23
9 H 0.05 2.60 0.24
10 H 0.84 -2.44 -0.95
11 H 1.02 0.04 -1.28
12 H -1.33 -1.32 0.57
13 H 0.24 -2.66 0.65
14 H -1.67 0.00 -1.63
15 H 1.63 -0.06 -1.72
16 H 1.13 -1.17 0.19
17 H -0.97 -0.39 3.02
18 H -0.06 1.55 -1.87
19 H -1.57 0.69 0.02
20 H -0.06 0.59 1.76

## Properties
E in eV: -9936.931
Lowest unoccupied orbital energy in eV: -2.479


(4)
Formula: C14H31B3O10
Source: OMol25
Level of theory: ωB97M-V with the def2-TZVPD basis set

Atoms and positions in Å:
1 O -0.14 2.12 4.74
2 O -3.48 0.67 -4.76
3 O 4.62 1.40 4.75
4 O -0.75 1.01 2.76
5 O -1.47 3.23 3.14
6 O -3.74 0.35 -2.64
7 O -2.02 1.66 -3.34
8 O -1.43 -4.34 -4.48
9 O -1.03 -4.63 -2.27
10 O -2.62 -3.30 -2.87
11 C 5.00 0.15 4.20
12 C 2.20 0.36 2.47
13 C 1.49 0.31 3.83
14 C -2.99 0.96 -3.56
15 C 4.54 2.49 3.86
16 C 1.31 -4.74 -2.97
17 C 2.80 1.74 2.09
18 C -1.67 -4.11 -3.32
19 C 3.18 2.70 3.23
20 C -3.38 -2.65 -3.89
21 C -2.77 1.27 -5.85
22 C 0.06 -5.51 -2.60
23 C -3.82 1.94 -0.78
24 C -3.35 0.59 -1.27
25 B -0.66 3.30 4.26
26 B 0.16 1.14 3.81
27 B -1.25 2.19 2.26
28 H -1.41 2.33 1.09
29 H 2.13 0.65 4.64
30 H 3.69 1.57 1.49
31 H 5.85 -0.23 4.75
32 H -3.32 2.74 -1.31
33 H -2.91 2.35 -5.84
34 H 5.27 0.25 3.14
35 H 2.10 2.26 1.43
36 H 1.48 0.10 1.70
37 H 4.18 -0.57 4.28
38 H -3.82 -0.22 -0.72
39 H 2.43 2.71 4.02
40 H 1.24 -0.74 4.05
41 H -4.90 2.05 -0.91
42 H 1.15 -4.19 -3.90
43 H -2.76 -1.94 -4.44
44 H 0.22 -6.09 -1.68
45 H -3.59 2.04 0.28
46 H -1.71 1.04 -5.79
47 H -4.17 -2.12 -3.38
48 H 4.79 3.37 4.46
49 H 1.57 -4.04 -2.18
50 H 2.14 -5.43 -3.12
51 H 2.97 -0.41 2.43
52 H -3.21 0.84 -6.75
53 H -2.27 0.48 -1.18
54 H 3.19 3.71 2.81
55 H 5.31 2.40 3.08
56 H -3.80 -3.38 -4.59
57 H -0.39 4.34 4.74
58 H -0.24 -6.19 -3.39

## Properties
E in eV: -37531.706
SMILES: COCCCCCB1OBOBO1.CCOC(=O)OC.CCOC(=O)OC
Lowest unoccupied orbital energy in eV: 0.529


(5)
Formula: C5H14
Source: OMol25
Level of theory: ωB97M-V with the def2-TZVPD basis set

Atoms and positions in Å:
1 C -1.84 -0.80 -0.45
2 C 1.69 2.88 0.84
3 C -1.02 -2.08 -0.48
4 C 0.28 -1.99 -1.28
5 C 0.77 1.75 1.30
6 H 2.11 2.68 -0.14
7 H -0.80 -2.39 0.54
8 H 0.76 0.92 0.59
9 H -2.19 -0.53 -1.44
10 H -1.63 -2.92 -0.81
11 H 1.18 3.83 0.75
12 H -0.27 2.05 1.39
13 H -2.75 -1.00 0.11
14 H 2.55 3.00 1.49
15 H 0.69 -0.99 -1.19
16 H 1.08 -2.66 -0.95
17 H -1.26 0.04 -0.07
18 H 1.14 1.29 2.21
19 H 0.10 -2.16 -2.34

## Properties
E in eV: -5411.780
SMILES: CCC.CC
Lowest unoccupied orbital energy in eV: 1.136


(6)
Formula: C5H8O2
Source: OMol25
Level of theory: ωB97M-V with the def2-TZVPD basis set

Atoms and positions in Å:
1 O -0.77 -1.27 -0.80
2 O 1.40 0.06 1.30
3 C 1.28 0.30 -0.10
4 C -0.29 -0.19 -0.04
5 C 0.08 -0.47 1.42
6 C -1.24 0.95 -0.30
7 C 1.67 -0.70 -1.03
8 H 0.09 -1.55 1.66
9 H -2.26 0.55 -0.24
10 H -0.09 -1.96 -0.81
11 H -1.12 1.76 0.42
12 H -0.51 0.07 2.17
13 H 1.47 -0.25 -2.02
14 H 1.38 1.37 -0.32
15 H -1.09 1.34 -1.31

## Properties
E in eV: -9404.607
Lowest unoccupied orbital energy in eV: -0.314


(7)
Formula: C3H6N2O
Source: OMol25
Level of theory: ωB97M-V with the def2-TZVPD basis set

Atoms and positions in Å:
1 O 2.55 -0.07 0.49
2 N 0.15 0.92 -1.23
3 N 0.48 -1.09 0.46
4 C -0.88 0.66 -0.55
5 C -0.88 -0.63 0.26
6 C 1.37 -0.08 0.74
7 H -1.76 1.32 -0.47
8 H 0.86 0.75 1.27
9 H -1.46 -1.39 -0.27
10 H 0.83 -1.74 -0.24
11 H 0.13 1.83 -1.68
12 H -1.38 -0.47 1.23

## Properties
E in eV: -8235.242
SMILES: [H]/N=C/CNC=O
Lowest unoccupied orbital energy in eV: 0.843


(8)
Formula: C6H22AsBrN2O3P3
Source: OMol25
Level of theory: ωB97M-V with the def2-TZVPD basis set

Atoms and positions in Å:
1 Br -1.78 3.51 0.91
2 As 0.53 0.56 1.04
3 P 0.09 2.72 1.99
4 P 0.99 -0.51 3.20
5 P 2.82 1.28 0.83
6 O -0.50 2.48 3.52
7 O -0.97 -0.80 -3.92
8 O 3.19 1.95 2.32
9 N 3.74 -0.20 0.84
10 N 0.95 -2.11 3.02
11 C -1.97 -0.02 -1.88
12 C -1.77 -1.30 0.31
13 C -1.38 -0.12 1.21
14 C -1.37 -1.22 -1.15
15 C -1.12 0.33 -3.08
16 C 0.20 -0.74 -4.68
17 H 3.68 -0.56 -0.10
18 H -1.49 -0.46 2.23
19 H 0.25 1.14 -0.39
20 H -0.15 0.62 -2.69
21 H -0.30 -1.27 -1.31
22 H -1.95 0.86 -1.26
23 H 0.24 -2.51 3.61
24 H 0.23 0.18 -5.26
25 H -2.86 -1.35 0.30
26 H -2.97 -0.27 -2.21
27 H 3.34 -0.87 1.49
28 H 2.26 -0.13 3.69
29 H 3.74 2.72 2.13
30 H -1.54 1.15 -3.65
31 H 1.08 -0.73 -4.03
32 H -1.43 -2.23 0.74
33 H -1.77 -2.09 -1.64
34 H 0.06 -0.14 4.20
35 H -1.28 1.90 3.51
36 H -2.11 0.66 1.08
37 H 0.27 -1.60 -5.32
38 H 1.03 -0.80 0.41

## Properties
E in eV: -174447.621
Total charge: -1
Lowest unoccupied orbital energy in eV: 2.973